(1)
The following is a quantum chemistry calculation of C24H40N5O6SSi2TeV as an isolated structure, from OMol25.

Element x y z (Å)
V -0.972951 1.875038 -0.411467
C -3.289702 3.686774 0.236177
C -2.428023 3.843558 1.482543
N -1.032216 3.561372 1.151519
C -0.168119 3.254083 2.281538
C -0.509078 1.896527 2.845650
C -0.220375 1.573416 4.161707
C -0.578827 0.319086 4.629945
C -1.233895 -0.551145 3.779927
C -1.478832 -0.153645 2.470089
C -2.190592 -1.089402 1.508805
N -2.443404 -0.508893 0.226746
C -3.772668 -0.066624 -0.109192
C -4.058888 1.349440 0.380169
N -3.192133 2.317805 -0.291443
N -1.105676 1.037482 2.013041
H -2.917475 4.357794 -0.539174
H -4.327863 3.958793 0.467042
H -2.743876 3.132260 2.248951
H -2.561235 4.848810 1.901271
H -0.637041 4.325480 0.612080
H -0.226372 4.002879 3.082397
H 0.858987 3.226072 1.909318
H 0.270182 2.295850 4.800807
H -0.362510 0.031849 5.651445
H -1.552472 -1.530482 4.115515
H -3.120018 -1.429618 1.988025
H -1.552876 -1.970542 1.395323
H -1.927566 -0.909277 -0.541928
H -4.546796 -0.738152 0.292328
H -3.866990 -0.086066 -1.197861
H -3.862759 1.405262 1.454124
H -5.120333 1.591404 0.228550
H -3.392925 2.327604 -1.287649
O 3.139197 6.233559 -1.774441
C 2.348735 5.344038 -1.567586
C 0.903761 5.296303 -2.032661
O 0.315718 6.172063 -2.641449
C 0.373998 4.015755 -1.556472
C 1.360104 3.309308 -0.827677
O 1.135628 2.173954 -0.268152
C 2.602472 4.082632 -0.760866
O 3.625178 3.807982 -0.159629
O -0.826097 3.578844 -1.695029
O -1.568394 -0.774441 -4.118828
S -1.590215 0.504019 -3.384963
N -1.116738 0.527205 -1.989740
C 1.901407 -1.909568 -4.839523
Si 2.383022 -1.303476 -3.131103
C 4.058618 -2.018681 -2.662429
C 2.470367 0.557629 -3.092079
C 1.110866 -1.962542 -1.916598
Te 1.455893 -1.266827 0.082597
C 2.410479 -3.105737 0.682964
Si 1.220876 -4.408237 1.287793
C -0.163898 -4.726733 0.066819
C 2.142478 -6.024267 1.571158
C 0.485083 -3.855208 2.927843
H 2.592744 -1.542561 -5.602578
H 0.896572 -1.555597 -5.082494
H 1.894941 -3.001827 -4.886457
H 4.829656 -1.684308 -3.360948
H 4.045528 -3.112148 -2.677081
H 4.351310 -1.690793 -1.661815
H 3.299676 0.910047 -3.711584
H 2.624576 0.925914 -2.074907
H 1.550343 1.009895 -3.465964
H 1.138157 -3.054250 -1.869987
H 0.105542 -1.653102 -2.200371
H 3.111482 -2.844534 1.479722
H 3.010321 -3.435478 -0.167410
H 0.203379 -5.208652 -0.842217
H -0.653934 -3.796128 -0.226411
H -0.915473 -5.384959 0.511340
H 2.581632 -6.391020 0.640391
H 1.474547 -6.799725 1.954796
H 2.953253 -5.894206 2.292059
H -0.352075 -3.170193 2.780413
H 1.225403 -3.340603 3.544680
H 0.119175 -4.718173 3.490591

Cartesian forces (eV/Å) of the 6 atoms listed first:
V -0.1 0.5 0.3
C 0.0 0.0 0.0
C 0.0 0.0 0.0
N 0.0 -0.1 -0.1
C 0.0 0.0 0.0
C 0.0 0.0 0.0

The energy relative to the best compared isomer or geometry (same formula, charge and spin) is 0.0 kJ/mol. The multiplicity is 4. Its charge is -1. As for the expectation value of S²: 3.76. Its HOMO energy (alpha / beta) is -3.76 / -4.25 eV. Its total energy is -3853.151728 Ha.


(2)
The following is a quantum chemistry calculation of C24H40N5O6SSi2TeV as an isolated structure, from OMol25.

Element x y z (Å)
V 0.773979 0.729178 -0.290085
C 3.375361 -1.097066 0.342583
C 3.658388 -1.674094 -1.046260
N 2.911200 -1.125051 -2.147923
C 3.308731 0.157443 -2.676186
C 3.585725 1.302022 -1.712582
C 4.896584 1.743757 -1.577277
C 5.163096 2.839062 -0.780569
C 4.097195 3.514004 -0.217930
C 2.800103 3.047725 -0.405023
C 1.662485 3.973339 0.021768
N 0.751628 3.603212 1.085453
C 1.298773 2.733894 2.098255
C 1.912316 0.512227 2.608887
N 1.917711 -1.100256 0.568754
N 2.565732 1.899055 -1.072752
H 3.726286 -0.070273 0.443204
H 3.876058 -1.708159 1.099955
H 3.462912 -2.751857 -1.005593
H 4.728238 -1.563283 -1.253028
H 1.901813 -1.202319 -2.089569
H 2.527596 0.474409 -3.367680
H 4.220608 0.032461 -3.271485
H 5.686244 1.223286 -2.102493
H 6.178615 3.185762 -0.633251
H 4.250711 4.418799 0.353708
H 1.066065 4.178911 -0.872004
H 2.158494 4.911884 0.292841
H -0.082814 3.190899 0.684991
H 0.692248 2.839984 3.015764
H 2.299516 3.128041 2.371543
H 1.518199 0.647657 3.635895
H 3.018627 0.485318 2.710915
H 1.496790 -1.914541 0.122731
O -0.092016 2.752839 -5.700434
C -0.165056 2.253465 -4.605075
C 0.045881 0.788814 -4.264457
O 0.371284 -0.088841 -5.042877
C -0.145358 0.674509 -2.816541
C -0.496787 1.925455 -2.265488
O -0.685472 2.123728 -1.008725
C -0.421939 2.971843 -3.293208
O -0.490768 4.174387 -3.127006
O 0.075550 -0.378567 -2.095902
O 2.399185 -2.077530 2.950948
S 1.447464 -1.193710 2.234100
N 1.351355 1.370774 1.644052
C -3.665014 0.356242 4.639734
Si -3.464524 0.415977 2.775067
C -5.146638 0.237608 1.970526
C -2.675091 2.021805 2.256339
C -2.380298 -1.018135 2.235630
Te -1.736895 -0.721429 0.217373
C -1.162893 -2.756278 -0.127834
Si -2.570345 -3.792799 -0.803159
C -3.075457 -3.113951 -2.465490
C -1.978641 -5.563960 -0.993282
C -4.019007 -3.763249 0.387002
H -4.304707 1.167575 4.995315
H -2.697077 0.450133 5.137269
H -4.114203 -0.588803 4.954261
H -5.789981 1.082570 2.227210
H -5.647035 -0.677752 2.296675
H -5.054962 0.204511 0.882731
H -3.290595 2.878574 2.541648
H -2.526003 2.071763 1.173307
H -1.696691 2.137846 2.722409
H -2.942019 -1.952512 2.286991
H -1.487063 -1.114391 2.855526
H -0.749250 -3.137737 0.809504
H -0.363216 -2.707894 -0.873131
H -2.246885 -3.167065 -3.175406
H -3.368211 -2.065400 -2.383594
H -3.918362 -3.670584 -2.881914
H -1.127413 -5.614675 -1.675912
H -2.766854 -6.205860 -1.394256
H -1.663716 -5.978447 -0.032734
H -4.380835 -2.743226 0.537892
H -3.739433 -4.174521 1.360162
H -4.849243 -4.358534 -0.000804

Cartesian forces (eV/Å) of the 6 atoms listed first:
V -0.3 -0.5 0.5
C 0.0 0.0 0.0
C 0.0 0.0 0.0
N 0.0 0.0 0.0
C 0.0 0.0 0.0
C 0.0 0.0 0.0

The energy relative to the best compared isomer or geometry (same formula, charge and spin) is 121.3 kJ/mol. The multiplicity is 4. Its charge is -1. As for the expectation value of S²: 3.76. Its HOMO energy (alpha / beta) is -3.96 / -4.64 eV. Its total energy is -3853.105513 Ha.


(3)
The following is a quantum chemistry calculation of C24H41AsBrFN5OPPdSi as an isolated structure, from OMol25.

Element x y z (Å)
Pd 0.522729 -0.639838 -1.018602
C 1.406332 -4.315544 2.896919
C 0.851586 -4.047891 1.528628
C 0.446530 -5.088703 0.687957
C -0.016197 -4.821666 -0.587685
C -0.070956 -3.507991 -1.017125
Br -0.617673 -3.123122 -2.773015
N 0.285775 -2.495290 -0.212254
C 0.739551 -2.762672 1.033162
H 0.750062 -4.975386 3.463904
H 1.552832 -3.397929 3.463963
H 2.371973 -4.817603 2.816113
H 0.505778 -6.115845 1.029449
H -0.314773 -5.615634 -1.258812
H 0.991367 -1.881421 1.612936
C 3.124270 2.474183 -0.483150
Si 2.957202 1.060262 -1.650968
C 2.995428 -0.612293 -0.813047
C 4.022782 0.998053 -3.146236
N 1.123693 1.042157 -2.191798
C 0.699777 1.770784 -3.152660
C 1.458270 2.915016 -3.709966
C 1.000669 3.601562 -4.773522
C -0.217763 3.205402 -5.405697
C -1.018895 2.152212 -4.937822
C -0.595628 1.488702 -3.833185
F -1.286644 0.484247 -3.364542
H 3.969071 2.274483 0.182780
H 2.230463 2.597553 0.131733
H 3.346920 3.417670 -0.984983
H 4.034840 -0.960616 -0.799699
H 2.529187 -1.430284 -1.411599
H 2.656683 -0.607908 0.226250
H 5.059323 1.086464 -2.800536
H 3.875366 1.781558 -3.888251
H 3.941043 0.030656 -3.646949
H 2.364130 3.225151 -3.208736
H 1.543422 4.453160 -5.163387
H -0.544333 3.747832 -6.288815
H -1.933988 1.871087 -5.443965
C -3.505441 0.772915 1.870129
N -3.451792 -0.752827 1.617566
C -4.540089 -1.112904 0.584571
N -4.354521 -0.339406 -0.590291
C -4.426476 1.093524 -0.296574
N -3.374466 1.479266 0.644970
C -2.037482 1.420727 0.063852
P -1.670028 -0.311953 -0.445283
C -2.096931 -1.175210 1.133780
C -3.206326 -0.716982 -1.404695
H -2.696896 1.008679 2.560404
H -4.469342 0.970641 2.337542
H -3.660004 -1.235498 2.496099
H -5.498170 -0.889278 1.052767
H -4.464848 -2.181819 0.389175
H -5.398803 1.317221 0.141584
H -4.328026 1.666277 -1.216330
H -1.268920 1.721615 0.776198
H -1.995406 2.080184 -0.805415
H -1.342261 -0.901106 1.870135
H -2.108293 -2.256533 0.992040
H -3.238981 -1.778953 -1.653703
H -3.233552 -0.154550 -2.333330
C 3.094537 0.720860 3.092806
As 1.197252 0.962811 3.013459
C 0.433122 -0.020552 4.472331
C 0.821134 2.815196 3.302646
O 0.581943 0.430248 1.534824
H 3.444176 0.877894 4.113123
H 3.584912 1.440075 2.439289
H 3.342580 -0.294534 2.786746
H -0.585853 0.317021 4.659687
H 1.023706 0.144894 5.372918
H 0.433280 -1.084101 4.236849
H 1.253309 3.128465 4.253282
H -0.255898 2.974024 3.332320
H 1.258649 3.403114 2.497735

Cartesian forces (eV/Å) of the 6 atoms listed first:
Pd -0.4 -0.3 -0.3
C 0.0 0.0 0.0
C 0.0 0.0 0.1
C 0.0 0.0 0.0
C 0.0 -0.1 0.0
C 0.0 0.0 0.1

The energy relative to the best compared isomer or geometry (same formula, charge and spin) is 114.9 kJ/mol. The multiplicity is 1. Its charge is +4. Its HOMO energy is -19.75 eV. Its total energy is -6955.073090 Ha.


> charge of number 3 (C24H41AsBrFN5OPPdSi)?

+4